Computed, not measured: a molecular structure, C36H38F3N5O8SeSiTi in a non-equilibrium geometry, with ωB97M-V with the def2-TZVPD basis set.

Element x y z (Å)
Ti (0.73, 1.22, 0.11)
C (-1.28, 3.02, 3.62)
C (-1.52, 1.70, 2.93)
O (-0.70, 0.79, 2.91)
N (-2.79, 1.54, 2.46)
C (-3.07, 0.40, 1.59)
C (-3.85, 0.80, 0.38)
C (-5.19, 1.18, 0.47)
C (-5.85, 1.61, -0.67)
C (-5.13, 1.65, -1.87)
C (-3.82, 1.23, -1.86)
N (-3.19, 0.80, -0.77)
H (-0.41, 2.93, 4.27)
H (-2.15, 3.33, 4.20)
H (-1.07, 3.77, 2.85)
H (-3.29, 2.39, 2.24)
H (-3.61, -0.36, 2.18)
H (-2.10, 0.00, 1.27)
H (-5.70, 1.13, 1.42)
H (-6.89, 1.91, -0.63)
H (-5.60, 1.98, -2.78)
H (-3.21, 1.25, -2.76)
O (2.43, 0.67, -0.26)
N (3.36, 1.22, 0.51)
N (2.79, 1.82, 1.53)
O (1.49, 1.61, 1.76)
C (3.49, 2.72, 2.27)
C (4.89, 2.80, 2.11)
C (5.59, 3.79, 2.75)
C (4.95, 4.71, 3.57)
C (3.57, 4.61, 3.75)
C (2.84, 3.62, 3.13)
H (5.38, 2.09, 1.47)
H (6.67, 3.85, 2.62)
H (5.50, 5.52, 4.03)
H (3.06, 5.33, 4.38)
H (1.77, 3.55, 3.25)
F (-1.32, 1.03, -6.61)
C (-0.02, 1.09, -6.19)
F (0.53, 2.12, -6.86)
F (0.54, -0.03, -6.79)
C (0.14, 1.15, -4.74)
C (-0.59, 0.28, -3.88)
C (-0.38, 0.33, -2.53)
N (0.50, 1.17, -1.93)
C (1.22, 1.98, -2.75)
C (1.07, 2.02, -4.11)
H (-1.31, -0.42, -4.30)
H (-0.93, -0.32, -1.87)
H (1.94, 2.62, -2.26)
H (1.65, 2.71, -4.70)
C (2.12, -1.78, 2.38)
C (0.93, -2.68, 2.04)
C (1.37, -4.14, 2.16)
C (-0.19, -2.41, 3.04)
Si (0.31, -2.14, 0.28)
O (0.13, -0.57, 0.24)
C (-1.37, -3.00, -0.12)
C (-2.41, -2.20, -0.57)
C (-3.62, -2.73, -0.97)
C (-3.82, -4.10, -0.95)
C (-2.80, -4.92, -0.48)
C (-1.60, -4.37, -0.07)
C (1.46, -2.84, -1.10)
C (1.59, -4.19, -1.42)
C (2.37, -4.61, -2.48)
C (3.04, -3.68, -3.26)
C (2.93, -2.34, -2.95)
C (2.16, -1.92, -1.89)
H (2.46, -1.97, 3.40)
H (1.82, -0.73, 2.31)
H (2.95, -1.94, 1.70)
H (1.79, -4.32, 3.15)
H (2.13, -4.38, 1.42)
H (0.53, -4.81, 2.02)
H (0.14, -2.67, 4.05)
H (-1.08, -2.99, 2.80)
H (-0.44, -1.35, 3.02)
H (-2.26, -1.13, -0.60)
H (-4.40, -2.07, -1.32)
H (-4.75, -4.53, -1.29)
H (-2.95, -5.99, -0.45)
H (-0.83, -5.03, 0.30)
H (1.06, -4.92, -0.83)
H (2.45, -5.66, -2.71)
H (3.65, -4.01, -4.09)
H (3.45, -1.60, -3.55)
H (2.08, -0.88, -1.64)
O (-0.65, 4.66, 1.02)
Se (-0.33, 3.58, -0.12)
O (1.26, 3.24, -0.22)
O (-0.94, 2.12, 0.32)
O (-0.92, 4.09, -1.50)

**Lowest unoccupied orbital energy (alpha / beta)**: 0.1534 / 0.1534 Eh
**HOMO energy (alpha / beta)**: 0.0 / -3.0 eV
**Expectation value of S²**: 2.027
**Spin multiplicity**: 3
**Net charge**: -2
**E_tot**: -6110.436304 Ha
**Maximum force**: 4.35 eV Å⁻¹
**Relative energy (zero: lowest compared OMol25 entry of this formula, charge and spin)**: 136.5 kJ/mol

For each atom in turn, the Löwdin charge in e is: Ti 0.986; C 0.005; C -0.537; O 0.029; N 0.071; C -0.124; C -0.269; C -0.035; C -0.079; C -0.067; C -0.104; N 0.122; H 0.079; H 0.073; H 0.049; H 0.136; H 0.129; H 0.094; H 0.107; H 0.094; H 0.093; H 0.109; O -0.286; N 0.021; N -0.226; O -0.203; C -0.186; C -0.035; C -0.128; C -0.140; C -0.113; C -0.005; H 0.090; H 0.088; H 0.077; H 0.092; H 0.099; F 0.080; C -0.570; F 0.098; F 0.056; C -0.163; C -0.029; C -0.143; N -0.096; C -0.140; C -0.021; H 0.109; H 0.077; H 0.105; H 0.102; C -0.084; C -0.585; C -0.103; C -0.092; Si 0.554; O -0.324; C -0.175; C -0.094; C -0.083; C -0.114; C -0.110; C -0.107; C -0.175; C -0.111; C -0.115; C -0.114; C -0.075; C -0.072; H 0.081; H 0.060; H 0.085; H 0.073; H 0.065; H 0.058; H 0.078; H 0.071; H 0.051; H 0.047; H 0.096; H 0.089; H 0.090; H 0.076; H 0.079; H 0.088; H 0.089; H 0.102; H 0.069; O -0.456; Se 0.748; O -0.443; O -0.458; O -0.428